A 5-piece molecular cluster, C55H87ClF2N6O7S overall. Source: OMol25; level of theory: ωB97M-V/def2-TZVPD.

Structure (XYZ):
```
159
Properties=species:S:1:pos:R:3:forces:R:3
C 3.0420 8.8968 2.4292 0.809 0.736 0.045
C 3.3137 8.5895 0.8381 -0.894 -1.039 0.724
Cl 4.0256 10.0971 0.0124 -0.661 -1.155 0.534
C 4.3550 7.3043 0.5938 -1.849 -0.422 -0.940
C 3.5205 6.2754 -0.4176 -0.755 -1.673 -1.305
C 3.7521 6.3649 -2.0678 -3.189 -3.273 1.295
C 2.8747 5.3658 -3.0773 -0.672 -0.023 4.437
C 1.8135 4.3278 -2.3633 1.568 2.123 2.633
C 1.6311 4.2238 -0.7040 2.408 2.700 -1.342
C 2.4990 5.2201 0.3094 -0.126 -0.355 -4.402
C 2.2319 5.0924 1.9333 -0.049 0.989 0.033
C 3.3566 4.1997 2.7353 -1.914 -7.055 1.419
O 3.0254 2.9121 2.9953 3.119 9.461 -1.576
F 4.6640 4.7455 3.1990 -3.992 -1.339 -1.564
N 0.6750 3.2238 -0.0931 -0.153 0.348 -2.816
C -0.7152 3.2957 -0.6848 -3.323 0.095 -0.915
C -0.9443 3.2366 -2.3408 -2.606 0.625 2.801
C -2.4404 3.2875 -3.0110 0.740 0.382 4.920
C -3.7178 3.4197 -1.9416 3.358 -0.239 1.616
C -3.4891 3.4683 -0.2869 2.875 -0.166 -1.826
C -1.9921 3.3953 0.3779 0.038 0.328 -4.143
C -1.6246 3.4470 1.9751 3.626 -5.993 1.559
O -0.8994 2.4429 2.5420 -4.873 7.169 -3.847
N -2.0351 4.6241 2.8453 -3.729 -0.768 -0.768
C -3.4902 4.3139 3.2231 -1.905 -6.773 -0.874
O -3.8883 3.0214 3.0750 2.278 9.374 1.282
F -4.4603 5.3019 3.7521 3.901 -2.692 -1.796
S 0.6810 3.1394 -3.3418 -0.619 1.537 2.213
H 3.7322 8.1931 3.0750 -1.467 1.459 -1.176
H 1.9129 8.7703 2.7588 2.383 0.223 -0.867
H 3.3817 10.0269 2.6116 -0.892 -2.597 -0.160
H 2.2479 8.3605 0.3533 2.643 0.594 0.714
H 4.4983 6.7547 1.6196 0.024 1.110 -2.122
H 5.3514 7.6542 0.0886 -1.990 -0.736 1.167
H 4.5074 7.1089 -2.5665 -1.629 -1.554 1.349
H 2.9755 5.4028 -4.2622 -0.235 -0.089 2.966
H 2.1184 6.1686 2.4373 0.654 -2.271 -1.201
H 1.1849 4.5584 2.1395 2.677 0.763 -0.657
H 1.0368 2.2622 -0.3705 -0.442 1.394 0.602
H -2.5691 3.2539 -4.1765 0.193 0.090 2.653
H -4.8384 3.4958 -2.3192 2.676 -0.175 0.735
H -4.4038 3.5391 0.4736 2.123 -0.227 -2.085
H -1.9670 5.5100 2.2963 -0.253 -0.760 0.634
C 5.7722 -2.3140 5.9291 -0.297 0.071 0.335
C 5.8733 -2.3496 4.3758 1.317 -0.527 1.239
C 6.5781 -1.0661 3.8509 -0.260 0.078 -0.232
C 5.7009 0.1806 3.8998 -0.009 -0.050 0.022
C 4.3700 -0.0666 3.1981 0.127 -0.003 0.075
C 3.6256 -1.3136 3.7383 -1.654 0.902 0.546
N 4.5010 -2.5346 3.7910 1.371 -0.038 -4.884
O 4.6534 -3.0069 2.4750 -0.717 0.917 3.783
C 3.0626 -0.9975 5.1494 0.183 0.001 0.238
C 2.3441 -1.5356 2.8727 0.531 -0.411 -0.278
C 6.8297 -3.5552 4.0848 -0.547 0.088 -0.629
H 5.9406 -1.3119 6.3363 -0.138 -0.091 -0.074
H 4.8009 -2.6695 6.2893 0.124 0.132 -0.174
H 6.5057 -2.9719 6.4099 0.009 0.165 -0.323
H 6.8971 -1.2165 2.8108 -0.152 -0.198 0.107
H 7.4955 -0.8798 4.4239 -0.163 -0.306 0.046
H 5.5380 0.4943 4.9364 -0.029 -0.028 -0.040
H 6.2221 1.0111 3.4088 -0.074 -0.094 0.097
H 3.7395 0.8292 3.3074 0.038 -0.537 0.032
H 4.5572 -0.1746 2.1244 -0.055 -0.236 0.021
H 2.5922 -1.8825 5.5942 0.129 0.080 -0.112
H 2.2938 -0.2162 5.0996 0.193 -0.174 -0.261
H 3.8161 -0.6250 5.8452 -0.007 -0.128 -0.068
H 2.5675 -1.6479 1.8053 0.132 -0.134 0.274
H 1.6626 -0.6796 2.9520 0.336 -0.048 0.246
H 1.7925 -2.4245 3.2031 0.198 0.109 -0.007
H 6.3842 -4.5023 4.4109 -0.019 0.169 -0.052
H 7.7806 -3.4347 4.6201 -0.378 0.238 0.066
H 7.0903 -3.6438 3.0244 -0.261 0.054 0.159
C -1.4278 -5.1640 3.7083 -0.295 0.077 0.328
C -1.3267 -5.1996 2.1549 1.330 -0.511 1.231
C -0.6219 -3.9161 1.6301 -0.277 0.045 -0.210
C -1.4991 -2.6694 1.6790 0.030 -0.020 0.045
C -2.8300 -2.9166 0.9772 0.236 -0.051 0.034
C -3.5744 -4.1636 1.5175 -1.673 0.875 0.546
N -2.6990 -5.3846 1.5701 1.368 -0.059 -4.865
O -2.5466 -5.8569 0.2542 -0.636 0.864 3.617
C -4.1374 -3.8475 2.9285 0.203 -0.005 0.247
C -4.8559 -4.3856 0.6519 0.531 -0.458 -0.295
C -0.3703 -6.4052 1.8640 -0.536 0.074 -0.625
H -1.2594 -4.1619 4.1155 -0.130 -0.083 -0.067
H -2.3991 -5.5195 4.0685 0.123 0.128 -0.174
H -0.6943 -5.8219 4.1891 0.011 0.168 -0.324
H -0.3029 -4.0665 0.5900 -0.138 -0.196 0.101
H 0.2955 -3.7298 2.2030 -0.190 -0.306 0.006
H -1.6620 -2.3557 2.7156 -0.019 -0.025 -0.046
H -0.9779 -1.8389 1.1880 -0.058 -0.091 0.109
H -3.4605 -2.0208 1.0865 -0.063 -0.390 0.043
H -2.6428 -3.0246 -0.0964 -0.067 -0.223 0.038
H -4.6078 -4.7325 3.3734 0.134 0.092 -0.123
H -4.9062 -3.0662 2.8788 0.187 -0.177 -0.246
H -3.3839 -3.4750 3.6244 -0.011 -0.128 -0.068
H -4.6325 -4.4979 -0.4156 0.129 -0.126 0.302
H -5.5374 -3.5296 0.7311 0.342 -0.056 0.250
H -5.4075 -5.2745 0.9823 0.190 0.116 -0.041
H -0.8158 -7.3523 2.1900 -0.016 0.184 -0.063
H 0.5806 -6.2847 2.3992 -0.365 0.252 0.074
H -0.1097 -6.4938 0.8036 -0.285 0.037 0.140
C -7.4625 5.0413 -7.0541 -0.216 0.364 -0.154
C -7.2793 4.1994 -5.7572 0.963 -0.161 -1.633
C -8.0831 2.8714 -5.8574 -0.155 0.056 0.325
C -9.5885 3.0498 -5.6901 0.011 0.017 -0.045
C -9.9037 3.8117 -4.4075 0.167 -0.159 -0.128
C -9.1510 5.1625 -4.3078 -1.596 1.222 0.203
N -7.6764 5.0258 -4.5661 1.009 -3.534 3.563
O -7.0959 4.4439 -3.4249 -1.266 1.943 -2.937
C -9.7787 6.1688 -5.3085 0.090 -0.025 -0.315
C -9.4558 5.7942 -2.9117 0.670 -0.363 0.081
C -5.7593 3.8223 -5.7607 -0.244 0.087 0.767
H -8.3142 4.7050 -7.6543 0.033 0.103 0.143
H -7.5958 6.1072 -6.8408 -0.045 -0.240 0.067
H -6.5841 4.9955 -7.7086 -0.130 -0.234 0.248
H -7.7366 2.1686 -5.0878 0.096 0.247 0.007
H -7.8863 2.3845 -6.8211 0.185 0.277 0.103
H -10.0124 3.5649 -6.5587 0.031 0.013 0.057
H -10.0695 2.0650 -5.6556 0.065 0.140 -0.038
H -10.9905 3.9773 -4.3511 0.332 0.240 0.067
H -9.6507 3.1749 -3.5531 0.159 0.164 0.032
H -9.2234 7.1143 -5.3183 -0.024 -0.205 0.025
H -10.8129 6.4069 -5.0296 0.267 -0.191 0.158
H -9.8291 5.7916 -6.3311 0.115 0.032 0.083
H -9.1836 5.1347 -2.0793 0.139 0.107 -0.300
H -10.5273 5.9998 -2.7984 0.194 -0.114 -0.367
H -8.9247 6.7456 -2.7835 -0.024 -0.214 -0.077
H -5.1292 4.7147 -5.6696 -0.168 -0.078 0.025
H -5.4862 3.3181 -6.6968 -0.388 0.218 0.089
H -5.4924 3.1283 -4.9560 -0.177 0.238 0.009
C 5.4685 -7.0182 0.4740 0.058 -0.441 -0.053
C 5.2515 -5.7318 -0.3760 0.387 -0.043 1.872
C 3.7649 -5.2799 -0.3018 -0.033 0.000 -0.341
C 2.8171 -6.1461 -1.1249 0.045 -0.009 0.034
C 3.3058 -6.2652 -2.5644 -0.022 0.108 0.209
C 4.7703 -6.7611 -2.6652 -0.283 -1.557 -1.092
N 5.7086 -5.9827 -1.7857 -1.042 4.559 -1.869
O 5.9284 -4.7349 -2.3961 -0.137 -3.453 1.531
C 4.8223 -8.2687 -2.3013 -0.018 -0.080 0.305
C 5.1981 -6.7309 -4.1676 0.242 0.643 0.299
C 6.1040 -4.6427 0.3588 -0.002 0.037 -0.730
H 4.5273 -7.5192 0.7222 0.098 -0.004 -0.127
H 6.1177 -7.7427 -0.0293 -0.175 0.161 -0.030
H 5.9696 -6.8091 1.4264 -0.215 0.231 -0.210
H 3.6733 -4.2445 -0.6564 0.244 -0.113 0.003
H 3.4258 -5.2724 0.7420 0.351 -0.001 -0.073
H 2.7110 -7.1370 -0.6704 0.028 0.016 -0.038
H 1.8161 -5.6986 -1.1165 0.105 -0.080 0.025
H 2.6356 -6.9460 -3.1114 0.395 0.034 0.012
H 3.2040 -5.2881 -3.0485 0.237 -0.008 0.002
H 5.8552 -8.6369 -2.2904 -0.143 0.147 0.021
H 4.2751 -8.8699 -3.0383 0.084 0.340 0.013
H 4.3671 -8.4996 -1.3369 0.120 0.085 -0.028
H 5.0917 -5.7375 -4.6190 0.130 -0.132 0.302
H 4.5750 -7.4055 -4.7677 -0.002 0.006 0.420
H 6.2398 -7.0531 -4.2890 -0.166 0.106 0.111
H 7.1722 -4.8867 0.3259 -0.137 -0.052 -0.141
H 5.8133 -4.5689 1.4148 -0.133 -0.310 -0.457
H 5.9662 -3.6407 -0.0622 0.035 -0.279 -0.095
```
Forces are in eV/Å.

The value obtained for the relative energy (zero: lowest compared OMol25 entry of this formula, charge and spin) is 567.6 kcal per mole. As for the gap between HOMO and LUMO: 7.38 eV. The expectation value of S² is 6.02. As for the spin multiplicity: 5. The calculated total energy comes out at -4060.109393 a.u.